Entry 1:
The following is a DFT calculation (wB97M-V/def2-TZVPD) of a molecular structure, ClH2Li3O.

XYZ file:
```
7
Properties=species:S:1:pos:R:3:forces:R:3
Li -16.377820 9.929860 -3.516580 -0.40 0.38 0.15
H -13.121950 6.559750 -5.764090 -2.22 -0.09 -0.57
O -12.192380 6.358990 -5.655380 0.90 -1.82 0.34
H -11.766820 7.214670 -5.600980 1.73 1.39 0.08
Li -14.826950 6.543590 -3.058970 -0.28 -0.33 0.47
Cl -14.851300 8.348640 -4.634020 0.60 -0.24 -0.20
Li -13.506210 9.610700 -6.343640 -0.33 0.71 -0.26
```
Forces are in eV/Å.

Calculated values
<S²>	0.754
total energy	-558.0578	Ha
orbital gap (alpha / beta)	11.660 / 4.636	eV
2S+1	2
charge	+3
LUMO (alpha / beta)	-12.86 / -19.69	eV

=====

Entry 2:
The following is a DFT calculation (wB97M-V/def2-TZVPD) of a molecular structure, C28H22Cl5N3O4S2W.

XYZ file:
```
65
Properties=species:S:1:pos:R:3:forces:R:3
H 0.023167 2.845704 -1.460680 0.01 0.01 0.00
H 2.312877 -0.006780 -5.444361 0.00 0.00 0.00
H 1.205666 -0.131448 4.295584 0.00 -0.01 0.00
C 3.201472 -0.519530 1.027163 0.03 0.05 0.09
H 1.328382 0.652513 2.286778 0.02 -0.15 0.02
C 4.567226 -0.211286 0.927410 -0.07 -0.02 0.02
H 4.487890 1.789210 0.140152 -0.01 -0.01 -0.01
H 1.726620 -1.802445 1.916840 -0.01 -0.02 -0.02
C 5.043424 -1.899926 2.597133 0.00 0.01 -0.02
C -6.392137 0.374962 -2.879543 0.02 0.00 0.04
C -1.905557 0.465303 1.531383 0.05 0.15 -0.05
C 1.417785 -1.077278 -3.807664 0.00 0.03 -0.02
H 2.588479 0.283700 -0.756938 -0.01 -0.02 0.00
N 0.155182 0.364619 -0.634542 -0.27 -0.16 0.03
C -1.908573 0.786056 4.346999 0.05 0.01 0.06
H 1.752278 2.885256 -1.100595 -0.01 -0.01 0.02
H 1.161394 3.566101 -2.622028 0.02 0.00 0.01
H 4.856576 0.569591 -1.068932 -0.01 0.00 0.00
H 5.763256 -2.433685 3.204967 0.00 0.00 0.00
C -0.727107 0.557980 2.272952 0.03 -0.28 0.00
H 6.095152 1.040522 0.094421 0.00 0.00 -0.01
H -4.050007 0.757929 4.191675 -0.01 0.00 -0.02
N 2.318184 0.217142 0.214771 0.00 0.03 0.00
C 0.596845 0.767018 4.438756 0.01 0.00 0.02
C -6.694522 0.408927 -1.517186 0.04 0.02 -0.10
C 5.467098 -0.914260 1.716650 0.03 0.00 -0.01
C -5.065001 0.353296 -3.301391 -0.12 0.01 0.08
C -4.337832 0.407463 -0.969359 0.52 -0.30 -0.18
O -0.807792 -4.245786 0.778024 0.03 0.02 0.07
H -3.979395 0.468675 1.696844 -0.14 0.02 0.35
O 0.406587 -3.509827 -1.199714 0.05 -0.29 0.13
C -0.700148 0.703799 3.672364 -0.06 0.05 -0.08
H 0.479543 -1.870349 -2.037752 0.07 0.02 -0.01
S -0.888047 -3.869077 -0.621228 0.02 0.27 0.10
C 1.872903 0.062811 -4.455765 0.01 -0.04 -0.01
C -3.084888 0.541094 2.281707 0.40 -0.02 -0.15
H 0.396777 0.859787 5.506539 0.00 0.00 0.00
Cl -6.201930 0.465072 1.100132 0.08 -0.01 -0.08
O -2.019054 2.123008 -0.770628 0.06 0.12 -0.23
O -1.664077 -4.775736 -1.442755 -0.03 0.00 -0.06
W -2.063592 0.410154 -0.646334 -0.10 0.63 0.67
S -2.024518 -2.044731 -0.615060 -0.36 -0.59 -0.05
C 0.739949 0.255465 -1.933058 0.04 0.07 -0.13
Cl -2.298794 0.323737 -3.294792 -0.24 -0.02 0.31
C 1.169729 1.422022 -2.579245 0.04 0.00 0.11
H 1.212615 1.627584 4.150291 0.00 0.00 0.00
C -5.668069 0.424586 -0.573765 -0.27 0.00 -0.05
H 6.522780 -0.675914 1.638740 0.00 0.00 0.00
H 3.343902 -2.990156 3.331625 0.00 -0.01 -0.01
C 0.845652 -0.987242 -2.546808 -0.01 0.24 -0.12
C 1.017582 2.757421 -1.903009 -0.03 0.03 -0.06
H -1.900277 0.903205 5.426822 0.00 0.00 0.00
H 2.079379 2.198089 -4.350736 -0.01 0.00 0.00
Cl -7.677892 0.362624 -4.042450 0.00 0.00 0.00
Cl -4.754840 0.309999 -5.001001 0.03 0.00 -0.01
Cl -8.363528 0.436930 -1.043666 0.00 0.00 0.03
H 1.493701 -2.049015 -4.279993 0.00 0.00 0.00
C 5.027652 0.854430 -0.026508 0.05 0.01 0.02
N 0.558299 0.446516 1.674793 0.01 0.24 -0.01
C 3.693307 -2.204743 2.673566 -0.03 0.01 0.02
C -3.108138 0.702989 3.655544 -0.08 -0.02 0.02
C 1.743228 1.300110 -3.841596 -0.03 0.06 0.01
C -4.097021 0.371756 -2.297373 0.04 -0.02 -0.56
C 2.772587 -1.526872 1.889706 0.00 -0.04 -0.07
C 0.937625 0.320934 0.386149 0.13 -0.08 -0.07
```
Forces are in eV/Å.

Calculated values
total energy	-4709.9368	Ha
energy above the lowest of the compared OMol25 structures with the same formula, charge and spin	45.2	kcal per mole
orbital gap	5.063	eV
charge	-2
LUMO	4.03	eV

=====

Entry 3:
The following is a DFT calculation (wB97M-V/def2-TZVPD) of 3 unconnected molecules or ions with the total composition C25H62BClF3IN2O7PSi4.

XYZ file:
```
107
Properties=species:S:1:pos:R:3:forces:R:3
C -1.406009 2.094107 -3.503962 0.16 0.92 -0.06
H 2.190374 0.191901 -0.385934 -0.12 -0.04 0.16
C 6.208907 -3.735277 4.660103 0.03 0.06 -0.12
H 4.897457 1.744950 -2.288406 0.10 0.30 0.01
C 2.853395 1.021081 -0.150474 -0.28 0.17 -0.35
H 6.245870 -0.704562 -0.468807 -0.03 0.03 -0.01
H -9.067851 -1.915355 -3.099863 -0.01 -0.01 -0.03
H 8.271280 -1.386455 3.898607 0.00 0.03 0.03
H -5.785673 -2.231686 -2.796556 0.01 0.02 -0.04
Si -6.104086 -1.419557 -0.470100 0.46 0.11 -0.11
C -0.671646 4.288899 0.662706 -0.58 -0.14 0.27
H -6.225063 -0.517494 -2.775599 0.06 0.02 -0.04
H 2.700266 4.523485 -3.759325 -0.01 -0.08 0.03
C -5.612635 0.148833 0.398319 -0.25 -0.09 0.04
H 4.065172 -5.080724 1.568045 -0.02 0.01 0.00
I -2.442691 0.294851 -4.029471 0.13 -0.01 0.00
O 0.597823 1.670218 -1.318507 -0.02 0.84 -0.32
C 8.742672 -2.311890 0.861008 -0.12 -0.11 0.10
H 0.481375 0.302091 0.956481 0.06 0.13 0.15
C 4.255339 -4.831823 2.613591 0.02 0.16 -0.10
O 6.100222 -2.710747 1.962589 0.02 -0.04 0.01
F 3.520033 4.620965 0.252380 0.09 -0.25 -0.27
H -6.118657 1.017060 -0.027150 0.02 0.03 0.02
C -1.839117 4.488935 1.643297 -0.24 0.47 -0.22
H 7.065969 -6.304000 2.789764 0.00 -0.01 0.00
H 9.261317 -2.973818 1.558095 0.03 -0.01 -0.03
H -1.561794 2.762026 -4.345362 -0.05 -0.14 -0.15
H -3.187179 4.330463 -0.069942 -0.14 -0.23 -0.06
Si 5.951771 -4.092762 2.839397 -0.01 -0.24 0.18
C -8.442292 -4.468515 -0.085995 0.03 0.11 0.00
F 4.775808 2.927198 -0.203196 -0.02 0.12 -0.20
O 1.394822 3.229390 0.352827 -0.39 -0.40 0.06
N 4.283774 1.758281 -3.094931 -0.03 -0.66 0.47
H 5.540822 -2.939834 4.996346 0.00 -0.01 0.03
H -2.203010 -0.392124 1.048146 -0.06 -0.06 0.04
C 1.394308 4.148118 -2.027259 -0.40 0.36 -0.30
H 4.174690 -5.748835 3.201587 0.00 -0.01 0.00
H -4.536657 0.309943 0.298217 0.01 0.03 0.00
Si -8.859485 -2.781381 -0.785893 -0.10 -0.22 -0.14
O 0.093393 2.450421 2.007506 -0.49 -0.18 0.20
O 2.069231 0.867817 -3.471472 -0.13 -0.03 0.91
H -3.701786 5.484273 1.146944 -0.12 0.03 -0.02
H 0.993147 2.640097 2.282981 0.23 0.05 -0.01
H 8.393659 0.143945 3.024462 -0.01 0.02 0.00
H -10.856988 -1.322389 -0.568584 -0.01 0.01 0.02
H -5.846623 0.110585 1.464416 0.01 0.04 0.01
H 6.861559 -0.326192 3.775809 0.02 0.04 0.01
H 4.475445 2.624753 -3.580520 0.03 0.00 -0.16
B 2.859631 1.680992 -2.682166 0.00 0.30 -0.54
C -0.453420 0.482785 0.440659 -0.31 -0.34 -0.59
H -0.533503 -0.291215 -0.328407 0.10 0.00 -0.09
C 1.668054 4.226891 -3.474186 -0.22 0.09 -0.40
H 8.240234 -5.011717 2.517408 0.02 -0.03 -0.02
H -9.245609 -5.178564 -0.295608 0.00 -0.01 0.00
C -0.398171 1.817548 -0.363943 -0.37 -0.87 1.77
H 7.235521 -3.422773 4.861023 0.00 0.01 0.03
H -9.744313 -3.546903 -2.968121 -0.01 0.00 -0.01
C 6.535387 -0.262740 0.486839 -0.12 -0.20 0.08
H -0.345483 1.890895 -3.451804 0.00 -0.40 0.11
H -1.335968 0.214051 2.282422 0.02 0.17 0.10
H 6.004920 -4.628062 5.255409 0.00 0.00 0.01
C 7.227856 -5.348548 2.285938 -0.02 0.13 -0.02
N -1.620192 0.382078 1.329892 0.13 -0.05 -0.02
H -5.325083 -3.776419 -0.265753 0.03 -0.02 0.02
H 5.660548 0.232881 0.910926 -0.01 0.02 -0.06
C -1.809768 1.960164 -0.956093 0.38 0.38 -0.68
H -8.306220 -4.416242 0.996318 0.00 -0.03 0.00
H 3.820127 0.735676 -0.569477 0.20 0.17 0.23
C 0.047121 2.922490 0.672264 1.27 1.00 -0.77
H -4.577769 -1.016429 -2.361992 -0.06 0.02 0.00
H -11.283985 -3.035920 -0.485228 -0.01 -0.01 0.00
Si 7.223250 -1.542757 1.645620 0.24 0.35 -0.11
H -1.025971 4.555891 -0.331246 0.14 -0.12 -0.16
O -7.734985 -1.678854 -0.324169 -0.05 -0.01 0.06
H 1.751665 5.068605 -1.562588 0.26 -0.09 0.14
H -2.510034 2.314472 -0.206837 0.07 0.01 0.18
C -5.165085 -2.851858 0.293175 -0.21 0.00 -0.01
H -7.522276 -4.860212 -0.523480 0.01 -0.03 0.02
H 2.583596 0.071796 -3.638901 0.19 0.08 -0.75
O 0.865104 4.007870 -4.368870 0.34 0.05 0.41
H -3.040079 2.872597 -2.423210 -0.06 0.11 0.06
H -1.825601 3.786428 2.468734 0.15 -0.22 -0.05
H -7.994614 -3.317317 -3.052313 0.00 0.01 -0.03
H -5.482366 -3.020176 1.324959 0.04 -0.02 0.01
C 7.735420 -0.700286 3.238767 -0.06 -0.18 0.00
H -4.093773 -2.640731 0.295000 0.01 0.01 -0.01
H 2.922262 1.151444 0.928677 0.16 -0.05 0.08
H 7.294228 0.498273 0.292116 0.00 0.02 0.00
H -10.576919 -2.233382 0.922317 -0.01 0.02 0.00
C -10.551482 -2.290620 -0.167538 0.13 0.12 0.06
C -5.632831 -1.284811 -2.272499 -0.18 -0.15 0.12
C -8.921317 -2.900929 -2.653550 0.05 0.03 0.10
H 0.317469 4.130108 -1.911206 -0.07 -0.10 0.05
Cl -4.347608 3.327980 1.750142 -0.14 -0.06 -0.15
P 2.092342 2.559756 -1.083421 0.06 -0.88 -0.17
H 9.442104 -1.532969 0.550865 0.00 0.01 -0.01
C -1.963512 2.762040 -2.250910 -0.62 -0.61 0.00
H 3.475069 -4.145070 2.946394 -0.02 -0.01 -0.02
C -3.236746 4.515396 0.997968 0.36 0.15 0.28
H 8.469356 -2.896091 -0.020295 0.03 0.01 -0.02
H -1.583097 3.779433 -2.186519 0.26 0.01 -0.07
H -1.711959 5.478873 2.085015 0.07 -0.01 0.17
H -2.140652 0.950655 -1.206603 -0.10 -0.09 0.06
H 0.109405 5.009005 0.895463 0.10 -0.02 0.09
F 4.195527 4.321477 -1.769742 0.01 -0.13 0.07
C 3.709053 3.638820 -0.682521 -0.08 0.36 0.44
H 7.164480 -5.515043 1.208572 0.02 -0.03 0.00
```
Forces are in eV/Å.

Calculated values
total energy	-4208.0770	Ha
orbital gap	7.037	eV
charge	-1
LUMO	2.14	eV

=====

Entry 4:
The following is a DFT calculation (wB97M-V/def2-TZVPD) of C2H4P2 in the gas phase.

XYZ file:
```
8
Properties=species:S:1:pos:R:3:forces:R:3
P 0.146958 0.786059 -0.218876 -0.17 1.23 1.15
H -3.384094 -1.090662 -0.140760 -0.56 -0.70 0.08
H 2.099876 -0.192782 -1.283651 1.02 0.63 -2.18
P 1.986792 -0.611415 -0.033062 -0.52 0.85 3.19
H 0.102171 1.497961 1.102456 0.14 -1.00 -1.23
C -2.377547 -0.824556 -0.001211 1.67 2.38 -0.46
C -1.412347 -0.066100 -0.071956 -0.34 -2.02 0.67
H 2.838192 0.501498 0.647061 -1.25 -1.35 -1.23
```
Forces are in eV/Å.

Calculated values
total energy	-761.1812	Ha
energy above the lowest of the compared OMol25 structures with the same formula, charge and spin	46.3	kcal per mole
orbital gap	8.914	eV
charge	0
LUMO	0.26	eV

=====

Number 2 is which compound? C28H22Cl5N3O4S2W

=====

Which of these has the highest total energy? ClH2Li3O

=====

total energy of number 1 (ClH2Li3O)? -558.0578 Ha